(1)
The following is a quantum chemistry calculation of a structure of composition C9H12I2MnNdO4S in a non-equilibrium geometry, from OMol25.

The lowest unoccupied orbital energy (alpha / beta) comes out at -16.4 / -18.0 eV.

Structure (ORCA input):
```
! RIJCOSX wB97M-V def2-TZVPD def2/J DEFGRID3
* xyz 4 8
I 3.507 -1.197 0.887
I 5.966 -0.255 0.282
Nd 1.082 0.789 0.525
Mn -1.002 -0.931 -1.296
S 1.040 -0.703 -2.114
C -1.592 -2.455 -2.043
C -1.211 -1.470 0.379
C 0.477 -0.100 -3.778
C 1.433 0.989 -4.248
C -0.953 0.416 -3.635
C 0.550 -1.331 -4.699
C -0.738 2.057 1.677
C -1.461 0.942 -0.463
O -1.615 -1.691 1.471
O -1.797 -3.580 -2.330
O -1.584 2.582 2.268
O -2.380 1.667 -0.605
H 1.119 1.315 -5.251
H 2.463 0.602 -4.300
H 1.394 1.845 -3.563
H -1.359 0.536 -4.656
H -0.960 1.395 -3.132
H -1.605 -0.320 -3.060
H 0.261 -1.057 -5.727
H -0.098 -2.159 -4.363
H 1.580 -1.713 -4.725
C 1.182 0.783 2.926
H 2.125 0.285 3.170
H 0.365 0.290 3.460
H 1.227 1.816 3.293
*
```

---

(2)
The following is a quantum chemistry calculation of a cluster of 2 separate species, C4H13NO3 in total in a non-equilibrium geometry, from OMol25.

Its structure (SMILES) is C[C@H](CO)NCO.O. The lowest unoccupied orbital energy comes out at 0.4 eV.

Structure (ORCA input):
```
! RIJCOSX wB97M-V def2-TZVPD def2/J DEFGRID3
* xyz 0 1
C -0.693 1.663 -0.828
C -0.605 0.855 0.466
C 0.591 1.518 1.343
O 1.116 0.496 2.204
N -0.436 -0.607 0.641
C -1.187 -1.505 -0.300
O -1.025 -1.143 -1.592
H -1.681 1.355 -1.327
H -0.697 2.801 -0.647
H 0.032 1.200 -1.418
H -1.442 1.144 1.174
H 0.232 2.292 2.176
H 1.531 1.960 0.882
H 0.488 0.170 2.860
H 0.572 -0.840 0.539
H -1.068 -2.641 -0.066
H -2.384 -1.172 -0.300
H -0.162 -1.306 -2.010
O 1.927 -2.234 -1.398
H 2.459 -1.447 -1.700
H 2.432 -2.557 -0.699
*
```

---

(3)
The following is a quantum chemistry calculation of a structure of composition C10H27FLiN2O3 in a non-equilibrium geometry, from OMol25.

The lowest unoccupied orbital energy (alpha / beta) comes out at 0.3 / -2.2 eV.

Structure (ORCA input):
```
! RIJCOSX wB97M-V def2-TZVPD def2/J DEFGRID3
* xyz 0 2
Li -0.473 1.245 0.355
F -1.258 -0.736 0.064
C -2.815 4.540 -0.869
C -2.435 3.246 -0.104
O -1.816 2.199 -0.825
H -3.273 5.230 -0.161
H -3.501 4.353 -1.695
H -2.001 5.066 -1.367
H -3.251 2.790 0.457
H -1.735 3.595 0.656
C 1.091 -3.524 0.165
C 1.300 -3.113 -1.270
C 0.183 -3.621 -2.174
O -0.062 -5.075 -2.028
C -1.297 -5.486 -2.630
N 1.254 -1.624 -1.344
H 0.229 -3.095 0.676
H 1.957 -3.189 0.737
H 1.110 -4.613 0.110
H 2.199 -3.643 -1.584
H 0.318 -3.448 -3.242
H -0.668 -3.023 -1.849
H -1.410 -6.534 -2.352
H -1.194 -5.487 -3.715
H -2.181 -4.984 -2.238
H 0.841 -1.254 -2.188
H 0.520 -1.366 -0.700
C 1.917 3.268 0.747
C 2.099 1.778 0.949
C 1.286 1.400 2.294
O -0.101 1.699 2.325
C -0.818 1.443 3.551
N 1.466 1.146 -0.167
H 0.897 3.371 0.374
H 2.674 3.713 0.100
H 2.053 3.884 1.636
H 3.134 1.561 1.213
H 1.656 1.906 3.185
H 1.490 0.350 2.503
H -0.521 2.133 4.340
H -0.637 0.446 3.954
H -1.867 1.598 3.298
H 1.775 0.188 -0.252
H 1.866 1.667 -0.934
*
```

---

(4)
The following is a quantum chemistry calculation of a structure of composition C6H10N2O in a non-equilibrium geometry, from OMol25.

The lowest unoccupied orbital energy comes out at 0.7 eV.

Structure (ORCA input):
```
! RIJCOSX wB97M-V def2-TZVPD def2/J DEFGRID3
* xyz 0 1
C -1.588 1.921 0.201
C -2.028 0.716 0.484
C 0.612 -1.071 2.049
C -0.433 1.394 -0.432
C -0.151 1.412 -1.945
C 1.965 -2.574 0.484
N -0.865 -0.044 0.225
N 0.906 -1.671 1.124
O 0.142 -0.695 3.059
H -2.057 2.904 0.552
H -2.811 0.455 1.180
H 0.505 1.612 0.035
H 0.162 2.477 -2.351
H -1.005 1.026 -2.379
H 0.702 0.682 -2.153
H 2.364 -2.109 -0.377
H 2.928 -2.661 1.079
H 1.510 -3.513 0.203
H -0.858 -0.259 -1.038
*
```

---

(5)
The following is a quantum chemistry calculation of an isolated molecule of C3H5N3, from OMol25.

The lowest unoccupied orbital energy (alpha / beta) comes out at -0.6 / -0.6 eV.

Structure (ORCA input):
```
! RIJCOSX wB97M-V def2-TZVPD def2/J DEFGRID3
* xyz 0 1
N -1.259 1.499 -0.204
C -0.647 0.350 0.151
C -0.525 -1.054 -0.489
N 0.697 -1.511 -0.591
C 1.520 -0.481 -0.225
N 0.876 0.497 0.362
H -2.135 1.592 0.313
H -0.969 -0.102 1.137
H -1.385 -1.722 -0.568
H 2.588 -0.497 -0.433
H 1.239 1.428 0.545
*
```

---

(6)
The following is a quantum chemistry calculation of a structure of composition C42H71N2O4OsP2S2Si4Te in a non-equilibrium geometry, from OMol25.

The lowest unoccupied orbital energy (alpha / beta) comes out at -2.7 / -4.4 eV.

Structure (ORCA input):
```
! RIJCOSX wB97M-V def2-TZVPD def2/J DEFGRID3
* xyz 1 5
Os -2.342 0.012 -0.356
C -1.863 0.787 7.182
C -2.396 0.032 5.951
C -3.690 -0.696 6.354
C -1.359 -1.003 5.513
C -2.747 1.011 4.827
C -3.417 2.196 5.184
C -3.829 3.115 4.249
C -3.591 2.835 2.912
S -4.019 3.799 1.539
C -3.373 2.590 0.507
N -2.854 1.544 1.118
C -2.945 1.663 2.512
C -2.501 0.755 3.482
C -3.351 2.698 -0.936
C -3.800 3.839 -1.600
C -3.663 3.931 -2.970
C -3.061 2.886 -3.662
C -2.643 1.749 -2.989
C -2.789 1.595 -1.611
H -1.376 0.087 7.862
H -2.666 1.271 7.739
H -1.145 1.559 6.903
H -3.492 -1.387 7.177
H -4.095 -1.268 5.516
H -4.452 0.015 6.677
H -1.090 -1.629 6.365
H -0.450 -0.528 5.137
H -1.752 -1.659 4.743
H -3.609 2.405 6.227
H -4.340 4.022 4.545
H -1.983 -0.136 3.151
H -4.237 4.655 -1.036
H -4.002 4.814 -3.495
H -2.914 2.964 -4.732
H -2.167 0.962 -3.549
C -2.836 -2.692 2.617
P -3.221 -1.862 1.035
C -4.949 -1.335 1.410
C -3.574 -3.295 -0.062
C -3.803 -2.829 -1.492
P -2.527 -1.621 -2.038
C -1.137 -2.712 -2.462
C -3.200 -1.257 -3.699
H -3.157 -3.730 2.536
H -3.381 -2.205 3.422
H -1.769 -2.677 2.820
H -5.543 -2.171 1.784
H -5.428 -0.927 0.518
H -4.928 -0.552 2.171
H -4.452 -3.818 0.321
H -2.715 -3.963 -0.005
H -4.771 -2.325 -1.575
H -3.805 -3.667 -2.192
H -1.481 -3.437 -3.202
H -0.800 -3.228 -1.566
H -0.316 -2.127 -2.869
H -3.579 -2.191 -4.116
H -2.429 -0.871 -4.361
H -4.010 -0.532 -3.638
C 3.262 -0.500 7.644
C 3.349 0.144 6.286
C 2.298 0.924 5.805
C 2.315 1.441 4.522
C 3.418 1.194 3.718
C 4.490 0.445 4.181
C 4.454 -0.069 5.468
S 3.327 1.552 1.995
O 2.679 2.811 1.774
O 4.620 1.296 1.434
N 2.279 0.425 1.382
C 2.448 -0.975 1.776
C 1.588 -1.912 0.940
C 0.085 -1.665 0.845
O -0.618 -2.635 0.515
O -0.363 -0.479 1.010
H 2.676 0.106 8.335
H 4.252 -0.660 8.069
H 2.776 -1.474 7.560
H 1.447 1.113 6.444
H 1.488 2.031 4.144
H 5.333 0.276 3.524
H 5.286 -0.657 5.836
H 1.323 0.713 1.584
H 2.226 -1.112 2.842
H 3.495 -1.241 1.620
H 1.726 -2.930 1.300
H 1.935 -1.878 -0.099
C 4.498 -1.059 -1.720
Si 3.449 -1.496 -3.220
C 4.515 -1.741 -4.751
C 2.611 -3.160 -2.928
Si 1.952 0.307 -3.666
Te 0.387 0.752 -1.723
Si 0.989 -0.176 -5.801
C 0.412 -1.965 -5.949
C 2.293 0.081 -7.130
C -0.436 0.987 -6.202
Si 3.196 2.333 -3.883
C 1.960 3.487 -4.714
C 4.662 2.013 -5.016
C 3.793 3.047 -2.268
H 5.546 -0.930 -2.002
H 4.458 -1.858 -0.974
H 4.175 -0.138 -1.232
H 5.374 -2.368 -4.496
H 4.898 -0.807 -5.166
H 3.955 -2.253 -5.537
H 3.372 -3.888 -2.631
H 2.122 -3.541 -3.826
H 1.864 -3.128 -2.134
H 1.209 -2.656 -5.664
H 0.147 -2.178 -6.988
H -0.455 -2.188 -5.332
H 3.149 -0.584 -6.999
H 2.662 1.108 -7.144
H 1.854 -0.127 -8.110
H -1.073 1.165 -5.343
H -1.057 0.588 -7.010
H -0.053 1.958 -6.522
H 1.801 3.216 -5.761
H 2.307 4.524 -4.687
H 0.993 3.447 -4.203
H 4.385 1.489 -5.931
H 5.426 1.424 -4.503
H 5.119 2.965 -5.301
H 2.964 3.273 -1.593
H 4.344 3.973 -2.449
H 4.456 2.360 -1.736
*
```

---

(7)
The following is a quantum chemistry calculation of a structure of composition C16H19AgGeN4O3S in a non-equilibrium geometry, from OMol25.

The lowest unoccupied orbital energy (alpha / beta) comes out at 4.8 / 4.8 eV.

Structure (ORCA input):
```
! RIJCOSX wB97M-V def2-TZVPD def2/J DEFGRID3
* xyz -2 1
Ag 0.443 -1.039 0.541
N 0.674 2.874 -1.615
C -0.384 3.751 -1.391
C -0.196 5.131 -1.686
C -1.302 5.967 -1.563
C -2.374 5.555 -0.806
C -2.456 4.258 -0.291
C -1.589 3.302 -0.764
S -1.752 1.606 -0.362
N -0.216 1.014 -0.350
C 0.702 1.600 -1.091
C 2.007 0.923 -1.211
C 2.964 1.447 -2.053
C 4.288 1.086 -1.842
C 4.574 0.175 -0.822
C 3.525 -0.410 -0.105
N 2.268 -0.069 -0.308
H 1.580 3.181 -1.944
H 0.679 5.532 -2.256
H -1.331 6.911 -2.101
H -3.104 6.287 -0.522
H -3.317 3.923 0.349
H 2.712 1.972 -2.949
H 5.085 1.526 -2.405
H 5.569 -0.090 -0.484
H 3.782 -1.184 0.621
O 1.091 -0.716 4.495
N 0.859 -0.936 3.338
O 0.617 -2.089 2.928
O 0.835 0.049 2.460
C -0.408 -5.248 1.638
Ge -1.624 -3.938 1.001
C -2.559 -2.750 2.294
C -2.749 -4.754 -0.384
C -0.718 -2.694 -0.150
H -0.872 -6.036 2.182
H 0.343 -4.855 2.275
H 0.069 -5.779 0.797
H -3.014 -3.376 3.114
H -3.415 -2.193 1.745
H -1.852 -2.116 2.781
H -3.140 -5.687 0.027
H -2.076 -5.135 -1.184
H -3.582 -4.164 -0.729
H -0.637 -2.809 -1.220
*
```

---

(8)
The following is a quantum chemistry calculation of a structure of composition C18H42AlBCl24N3O4 in a non-equilibrium geometry, from OMol25.

The lowest unoccupied orbital energy comes out at 1.7 eV.

Structure (ORCA input):
```
! RIJCOSX wB97M-V def2-TZVPD def2/J DEFGRID3
* xyz -1 1
C 0.167 4.131 -4.118
C -0.685 4.571 -2.845
O -0.282 3.763 -1.719
B -1.081 2.574 -1.567
O -2.544 2.690 -1.570
Al -0.322 0.652 -1.282
C 1.245 0.161 -2.517
C 2.384 1.236 -2.647
O 3.016 1.773 -1.732
O 2.759 1.591 -3.985
C 0.029 0.433 0.727
C 1.293 1.214 1.307
N 1.112 1.272 2.820
N 2.498 0.374 1.054
N 1.413 2.606 0.846
H -0.346 3.305 -4.716
H 1.182 3.796 -3.718
H 0.395 5.034 -4.787
H -0.355 5.645 -2.600
H -1.802 4.624 -3.020
H -2.865 1.906 -2.052
H -1.525 -0.375 -1.633
H 0.901 -0.151 -3.561
H 1.742 -0.768 -2.084
H 3.353 2.371 -3.908
H 0.017 -0.679 0.970
H -0.890 0.877 1.259
H 0.594 2.138 3.033
H 0.587 0.448 3.135
H 2.151 -0.589 0.923
H 2.980 0.335 1.966
H 2.327 3.010 1.079
H 0.639 3.197 1.156
C -0.529 -3.676 -2.347
Cl 0.327 -2.493 -1.353
Cl -1.143 -2.945 -3.837
H 0.155 -4.481 -2.607
H -1.364 -4.071 -1.779
C -3.124 -2.435 -0.134
Cl -3.836 -3.224 -1.552
Cl -3.522 -3.311 1.351
H -2.043 -2.408 -0.250
H -3.511 -1.422 -0.063
C 1.500 3.624 5.386
Cl 0.018 3.850 4.452
Cl 1.281 4.130 7.069
H 1.771 2.570 5.365
H 2.293 4.219 4.939
C -5.754 -6.875 1.853
Cl -5.532 -5.606 0.643
Cl -4.663 -8.237 1.564
H -5.549 -6.463 2.837
H -6.781 -7.230 1.808
C -1.300 1.238 6.845
Cl -1.157 0.045 8.145
Cl -0.736 0.581 5.306
H -2.344 1.526 6.744
H -0.700 2.109 7.098
C 3.778 -3.311 -3.179
Cl 2.311 -3.107 -4.143
Cl 3.536 -2.770 -1.512
H 4.051 -4.363 -3.171
H 4.579 -2.725 -3.627
C 6.332 -6.069 -4.466
Cl 4.867 -5.866 -5.434
Cl 6.084 -5.527 -2.802
H 6.605 -7.122 -4.456
H 7.133 -5.484 -4.912
C 0.186 -2.062 11.258
Cl 1.883 -2.553 11.214
Cl -0.360 -1.796 12.919
H 0.072 -1.137 10.696
H -0.420 -2.845 10.808
C 1.970 7.322 -6.088
Cl 0.469 7.191 -5.165
Cl 3.271 6.394 -5.333
H 1.800 6.940 -7.092
H 2.264 8.368 -6.135
C -3.613 -5.359 5.609
Cl -2.744 -4.157 6.568
Cl -4.222 -4.660 4.104
H -2.936 -6.176 5.369
H -4.454 -5.734 6.189
C -3.589 -6.084 -3.846
Cl -2.544 -6.199 -2.428
Cl -3.094 -7.225 -5.103
H -4.612 -6.308 -3.549
H -3.532 -5.073 -4.245
C 0.162 11.200 -3.927
Cl 0.362 10.001 -2.646
Cl 0.707 10.571 -5.487
H -0.891 11.464 -4.003
H 0.747 12.083 -3.679
*
```